(1)
The following is a DFT calculation (wB97M-V/def2-TZVPD) of a molecular structure, C9H15CdO5.

CARTESIAN COORDINATES (ANGSTROEM)
C -1.85859 1.80205 -0.81398
O -1.60358 0.50941 -0.29087
C -1.80964 -0.56496 -1.18739
C -1.87113 -1.79730 -0.31640
O -0.72222 -1.71524 0.51724
C -0.32303 -2.82912 1.25321
C 0.82311 -2.39960 2.11293
O 1.27653 -1.27368 2.05702
H -1.29855 1.94927 -1.75026
H -2.93299 1.90818 -1.01792
H -1.48713 2.52734 -0.08257
H -2.70567 -0.43345 -1.80705
H -2.75285 -1.79542 0.34309
H -1.86221 -2.70082 -0.94180
H -1.14798 -3.18139 1.89786
H 1.32307 -3.18565 2.70706
H 0.00454 -3.66950 0.61669
O 0.56928 1.78405 1.79678
C 1.33513 2.77605 1.17463
C 1.66043 2.42183 -0.24363
O 2.77052 1.65921 -0.54181
C 2.56566 0.51923 -1.30853
C 1.46301 -0.23932 -1.22707
Cd 0.27755 0.18941 0.75768
H 2.27678 2.99114 1.72507
H 0.75628 3.72428 1.14548
H 0.94821 2.55857 -1.06577
H 3.45506 0.32179 -1.91872
H 1.63577 -1.22063 -1.69332
H -0.76537 -0.63575 -1.89763

Cartesian forces (eV/Å) of the 2 atoms listed first:
C 0.149 0.228 -0.539
O -1.883 0.136 -0.553

Output
ΔE to the lowest compared entry with this formula, charge and spin, kcal/mol: 0.0
HOMO-LUMO gap (alpha / beta), eV: 6.04 / 7.44
2S+1: 2
⟨S²⟩: 0.76
E_LUMO (alpha / beta), eV: -0.005 / -0.005

These are the natural (NBO) partial charges, in e, on atoms 1 to 8: atom 1 (C): -0.2583, atom 2 (O): -0.6131, atom 3 (C): -0.1184, atom 4 (C): -0.0827, atom 5 (O): -0.5877, atom 6 (C): -0.1667, atom 7 (C): 0.4387, atom 8 (O): -0.5351



(2)
The following is a DFT calculation (wB97M-V/def2-TZVPD) of 2 unconnected molecules or ions with the total composition C9H15FN2O3S.

CARTESIAN COORDINATES (ANGSTROEM)
N 3.38838 -0.69268 1.51270
C 2.90483 0.24860 0.38945
C 1.40169 0.76828 0.90618
C 1.12246 2.39410 1.05375
N -0.25010 2.89249 1.54246
C -1.37190 1.92736 1.94144
C -1.21246 0.26837 1.84164
C 0.21949 -0.31658 1.29545
S 0.42067 -2.20654 1.15313
O -1.02531 -2.79249 1.11051
O 1.25825 -2.78761 2.35316
F 1.29579 -2.45228 -0.33366
H 4.41398 -0.58420 1.67331
H 2.90985 -0.30305 2.36631
H 3.64255 1.17875 0.32443
H 2.81428 -0.33829 -0.63216
H 1.94751 3.20009 0.78701
H -0.35689 3.93664 1.58002
H -2.42654 2.29614 2.35296
H -2.10457 -0.41934 2.16095
C -2.82254 -0.38504 -1.68203
C -1.78053 -0.09929 -2.77612
C -0.60355 -1.07738 -2.62524
O -1.31811 1.12437 -2.58662
H -2.41082 -0.27412 -0.67013
H -3.68811 0.28412 -1.76731
H -3.19529 -1.41243 -1.77038
H -2.26598 -0.35857 -3.72776
H -0.10889 -0.99234 -1.64868
H 0.15532 -0.91501 -3.40124
H -0.95347 -2.11208 -2.72354

Cartesian forces (eV/Å) of the 2 atoms listed first:
N -0.609 1.833 -0.044
C -0.516 0.522 0.800

Output
ΔE to the lowest compared entry with this formula, charge and spin, kcal/mol: 275.9
HOMO-LUMO gap, eV: 3.12
E_LUMO, eV: -3.048

These are the natural (NBO) partial charges, in e, on atoms 1 to 8: atom 1 (N): -0.8279, atom 2 (C): -0.2611, atom 3 (C): 0.0203, atom 4 (C): 0.0267, atom 5 (N): -0.5436, atom 6 (C): 0.0372, atom 7 (C): -0.1711, atom 8 (C): -0.2855



(3)
The following is a DFT calculation (wB97M-V/def2-TZVPD) of a gas-phase ion, C9H15N2 (charge +1).

CARTESIAN COORDINATES (ANGSTROEM)
C -1.29453 -0.27347 2.26945
N -1.34473 0.57833 1.41358
N -1.69466 1.64816 1.04941
C -0.90383 2.75324 1.03087
C 0.42430 2.80799 1.14994
C 1.34157 1.69137 0.87902
C 0.67806 0.85245 -0.11971
C 0.49042 -0.46163 -0.21943
C 0.12269 -1.18544 -1.40089
C 1.27747 -1.97921 -1.74158
C -1.13633 -2.08500 -1.36090
H -1.76149 0.07138 3.29094
H -0.88443 -1.20299 2.02187
H -1.49333 3.61989 0.71126
H 0.93275 3.84103 1.19579
H 2.29610 2.08294 0.58024
H 1.48916 0.95254 1.62859
H 0.35754 1.40603 -1.12281
H 0.86934 -1.21907 0.46259
H -0.11724 -0.50816 -2.34844
H 1.13727 -2.54838 -2.69939
H 1.53838 -2.68103 -0.99704
H 2.07221 -1.25846 -1.78236
H -1.09665 -2.63716 -0.35463
H -1.23129 -2.78296 -2.08195
H -2.06874 -1.48238 -1.45444

Cartesian forces (eV/Å) of the 2 atoms listed first:
C -1.408 -0.558 4.428
N 0.343 1.707 -1.527

Output
ΔE to the lowest compared entry with this formula, charge and spin, kcal/mol: 137.7
HOMO-LUMO gap, eV: 7.57
SMILES string: C=[N+]=N/C=C\C/C=C/C(C)C
Total charge: +1
E_LUMO, eV: -5.874

These are the natural (NBO) partial charges, in e, on atoms 1 to 8: atom 1 (C): -0.0851, atom 2 (N): 0.0465, atom 3 (N): 0.0117, atom 4 (C): -0.1482, atom 5 (C): 0.0151, atom 6 (C): -0.5481, atom 7 (C): -0.1676, atom 8 (C): -0.1449



(4)
The following is a DFT calculation (wB97M-V/def2-TZVPD) of a gas-phase ion, C9H15N2O (charge +1).

CARTESIAN COORDINATES (ANGSTROEM)
C 1.63989 -2.98732 -0.46215
C 0.67197 -2.05481 -1.20239
C 0.42510 -0.71704 -0.51339
C 0.85017 0.52535 -0.85293
N 0.09085 1.67655 0.27435
N -0.70798 0.77239 0.86852
C -1.47786 1.09201 2.00500
C -0.52105 -0.50415 0.59507
C -1.31117 -1.58795 1.33836
C -0.08485 2.86037 -0.53126
C 1.02067 2.75447 -1.59106
O 1.30587 1.35936 -1.79010
H 2.72379 -2.80133 -0.72030
H 1.40186 -4.07229 -0.75936
H 1.54358 -3.06108 0.64206
H -0.28310 -2.51553 -1.27883
H 0.99416 -1.83768 -2.20343
H -2.55156 0.66617 1.81162
H -1.15957 0.65140 2.89529
H -1.63252 2.15615 2.07250
H -0.88571 -2.56723 1.08080
H -1.43684 -1.25177 2.36379
H -2.30414 -1.63766 0.77053
H 0.05694 3.72583 0.08156
H -1.04625 2.88909 -1.10420
H 0.73011 3.19703 -2.57402
H 1.94762 3.26967 -1.21598

Cartesian forces (eV/Å) of the 2 atoms listed first:
C 0.707 -2.028 -0.290
C 0.537 0.909 1.314

Output
ΔE to the lowest compared entry with this formula, charge and spin, kcal/mol: 87.6
HOMO-LUMO gap, eV: 9.40
SMILES string: CCc1c2n([n+](C)c1C)CCO2
Total charge: +1
E_LUMO, eV: -3.554

These are the natural (NBO) partial charges, in e, on atoms 1 to 8: atom 1 (C): -0.6261, atom 2 (C): -0.4159, atom 3 (C): -0.1937, atom 4 (C): 0.5983, atom 5 (N): -0.2441, atom 6 (N): -0.1321, atom 7 (C): -0.4245, atom 8 (C): 0.3626



(5)
The following is a DFT calculation (wB97M-V/def2-TZVPD) of a molecular structure, C9H15N3O4PdS.

CARTESIAN COORDINATES (ANGSTROEM)
Pd -0.56378 0.71104 1.24753
O -4.44580 2.29583 1.54792
S -3.97513 0.94138 1.24013
O -4.75072 0.38306 0.07253
O -4.07508 0.03757 2.39000
O -2.54592 1.00354 0.74690
C 4.23055 0.26184 3.31563
C 3.88244 0.13153 1.82687
C 4.63705 1.19804 1.02270
C 4.26722 -1.26602 1.32369
C 2.43489 0.32523 1.65151
N 1.29239 0.45824 1.52389
H 5.30537 0.11848 3.45931
H 3.69415 -0.48492 3.90102
H 3.95380 1.24783 3.68903
H 5.71527 1.06080 1.14534
H 4.36837 2.19759 1.36461
H 4.39085 1.12486 -0.03659
H 5.34256 -1.42245 1.44843
H 4.01469 -1.37615 0.26911
H 3.73186 -2.03451 1.88131
C -5.19920 -0.35865 -3.43817
C -3.74401 -0.58359 -3.19380
N -2.86727 -0.97392 -4.10587
C -1.67477 -1.04083 -3.41725
C -1.85961 -0.67988 -2.10982
N -3.18794 -0.40284 -1.98266
H -5.42078 -0.57341 -4.48314
H -5.47974 0.67146 -3.21106
H -5.80897 -0.99878 -2.79785
H -0.76318 -1.31580 -3.91432
H -1.18396 -0.57599 -1.27857
H -3.71558 -0.08057 -1.09837

Cartesian forces (eV/Å) of the 2 atoms listed first:
Pd 0.045 -0.035 0.043
O 0.041 0.031 0.026

Output
ΔE to the lowest compared entry with this formula, charge and spin, kcal/mol: 0.0
HOMO-LUMO gap, eV: 4.46
Total charge: -2
E_LUMO, eV: 4.077

These are the natural (NBO) partial charges, in e, on atoms 1 to 8: atom 1 (Pd): 0.0111, atom 2 (O): -1.0734, atom 3 (S): 2.5955, atom 4 (O): -1.1055, atom 5 (O): -1.0722, atom 6 (O): -1.1252, atom 7 (C): -0.5853, atom 8 (C): -0.1336



(6)
The following is a DFT calculation (wB97M-V/def2-TZVPD) of a single C9H15N3S molecule.

CARTESIAN COORDINATES (ANGSTROEM)
C 3.49858 -1.70795 2.79455
C 2.33211 -0.86722 2.32173
C 2.76599 0.54362 2.09190
C 1.59020 1.23702 1.29959
S 1.64746 0.61097 -0.45574
C -0.07726 0.70253 -0.66248
C -0.62449 2.03745 -1.01723
C -1.99920 2.21637 -1.21991
C -2.42657 3.48190 -1.86451
N -2.88926 1.21620 -0.91814
N -2.45271 0.01571 -0.56413
C -1.13037 -0.28570 -0.62666
N -0.67408 -1.47210 -0.12163
H 3.11705 -2.77166 3.14780
H 3.92986 -1.36071 3.74698
H 4.24002 -1.76454 1.96194
H 2.00458 -1.32644 1.44260
H 1.48989 -0.79078 3.06523
H 3.76728 0.37937 1.71280
H 3.09332 0.96146 3.05671
H 0.58987 0.98713 1.63740
H 1.60858 2.29477 1.08319
H -0.02436 2.92510 -1.15480
H -3.39110 3.35754 -2.30055
H -2.48815 4.29800 -1.09855
H -1.60988 3.72826 -2.64720
H 0.24239 -1.78149 -0.30148
H -1.31277 -2.04786 0.40754

Cartesian forces (eV/Å) of the 2 atoms listed first:
C -0.680 -2.308 1.348
C -0.360 0.078 2.813

Output
ΔE to the lowest compared entry with this formula, charge and spin, kcal/mol: 85.2
HOMO-LUMO gap, eV: 8.59
SMILES string: CCCCSc1cc(C)nnc1N
E_LUMO, eV: 0.218

These are the natural (NBO) partial charges, in e, on atoms 1 to 8: atom 1 (C): -0.6122, atom 2 (C): -0.3990, atom 3 (C): -0.4353, atom 4 (C): -0.4788, atom 5 (S): 0.2163, atom 6 (C): -0.2452, atom 7 (C): -0.1850, atom 8 (C): 0.1129



(7)
The following is a DFT calculation (wB97M-V/def2-TZVPD) of a single C9H15NO2 molecule.

CARTESIAN COORDINATES (ANGSTROEM)
C -4.27437 -0.22127 0.75668
C -3.08183 0.22099 -0.08338
O -3.29146 1.00647 -0.99437
O -1.83222 -0.06520 0.34867
C -0.72849 0.10940 -0.59159
C -0.00502 -1.33545 -0.90364
C 1.16664 -1.31217 0.21232
C 2.56049 -0.70638 -0.29393
C 2.82798 0.88742 0.01988
C 1.50780 1.81090 0.24035
C 0.53484 0.75450 0.12759
N 0.66213 -0.29787 1.14996
H -4.43716 0.30637 1.67894
H -5.12784 0.02512 0.13779
H -4.11888 -1.24307 1.06636
H -1.00796 0.62634 -1.50699
H -0.79995 -2.05502 -0.79507
H 0.34710 -1.44336 -1.94746
H 1.22603 -2.31778 0.72607
H 3.37729 -1.20248 0.15642
H 2.62457 -0.86784 -1.37237
H 3.56976 0.92767 0.86208
H 3.49463 1.28388 -0.76409
H 1.47478 2.41259 1.12463
H 1.41443 2.52372 -0.61397
H 1.00269 0.47100 -0.84811
H 0.91401 -0.29847 2.10722

Cartesian forces (eV/Å) of the 2 atoms listed first:
C 1.025 -0.324 -0.396
C -0.193 2.730 0.044

Output
ΔE to the lowest compared entry with this formula, charge and spin, kcal/mol: 107.8
HOMO-LUMO gap, eV: 9.21
SMILES string: CC(=O)O[C@@H]1C[C@H]2CCC[C@H]1N2
E_LUMO, eV: 0.944

These are the natural (NBO) partial charges, in e, on atoms 1 to 8: atom 1 (C): -0.7164, atom 2 (C): 0.7973, atom 3 (O): -0.6132, atom 4 (O): -0.5163, atom 5 (C): 0.1154, atom 6 (C): -0.4367, atom 7 (C): -0.0428, atom 8 (C): -0.4306



(8)
The following is a DFT calculation (wB97M-V/def2-TZVPD) of 2 unconnected molecules or ions with the total composition C9H15OP.

CARTESIAN COORDINATES (ANGSTROEM)
C 0.88094 -3.50979 -0.21934
C -2.97110 -0.11385 0.52031
C 1.12112 2.36949 0.35590
C -1.87194 -0.00565 -0.20530
C 0.49239 1.41864 -0.33865
C 1.57488 -2.46755 0.21470
C -4.28992 -0.42956 -0.09155
C 1.78960 3.59706 -0.12523
C 2.79816 -1.88782 0.70022
O -0.52847 0.38843 2.06311
P -0.32661 0.18387 0.60556
H -0.04503 -3.48519 -0.67605
H 1.30243 -4.51797 -0.12000
H -2.81624 0.01877 1.52346
H 1.10808 2.50348 1.49326
H -2.00663 -0.31097 -1.28029
H 0.72103 1.50022 -1.43723
H -5.10082 0.23145 0.01164
H -4.77396 -1.40599 0.26539
H -4.31651 -0.69754 -1.19030
H 2.94786 3.29082 -0.21762
H 1.81911 4.54420 0.42401
H 1.48661 3.80992 -1.21630
H 3.55082 -1.49037 -0.01733
H 2.66551 -1.14368 1.34742
H 3.34618 -2.61978 1.18326

Cartesian forces (eV/Å) of the 2 atoms listed first:
C 3.091 0.422 1.526
C -0.735 -0.215 -2.249

Output
ΔE to the lowest compared entry with this formula, charge and spin, kcal/mol: 112.4
HOMO-LUMO gap (alpha / beta), eV: 7.93 / 7.08
E_LUMO (alpha / beta), eV: 0.552 / -0.647

These are the natural (NBO) partial charges, in e, on atoms 1 to 8: atom 1 (C): -0.5197, atom 2 (C): -0.1188, atom 3 (C): -0.1197, atom 4 (C): -0.6370, atom 5 (C): -0.6712, atom 6 (C): 0.1476, atom 7 (C): -0.6616, atom 8 (C): -0.6597



(9)
The following is a DFT calculation (wB97M-V/def2-TZVPD) of a molecular structure, C9H16AlO3.

CARTESIAN COORDINATES (ANGSTROEM)
C 2.38700 -0.81283 2.62561
C 3.04980 -1.00930 1.61753
C 3.63235 -0.98282 0.17832
Al 2.53074 0.06893 -1.17471
O 0.86661 -0.78890 -1.32395
C 0.10776 0.32280 -1.81980
C 0.34462 1.60303 -0.90153
C -0.19470 1.60613 0.60323
C -1.26966 0.49167 0.94245
C -2.58584 0.52994 0.05072
O -2.73947 -0.67917 -0.74044
C -3.01403 -1.81245 0.09388
O 1.77991 1.68973 -0.70820
H 1.75596 -0.69699 3.53925
H 4.72723 -0.68096 0.19428
H 3.63229 -2.06732 -0.17937
H 3.13156 0.16425 -2.66688
H -0.91734 0.13302 -2.25930
H 0.70040 0.61033 -2.76685
H -0.16766 2.47549 -1.41023
H 0.69723 1.41907 1.27487
H -0.57006 2.65445 0.81994
H -0.76845 -0.52094 0.98131
H -1.61248 0.69573 2.01416
H -3.48969 0.59496 0.74408
H -2.64228 1.40646 -0.65620
H -3.34603 -1.49678 1.13291
H -2.12859 -2.52567 0.13348
H -3.89720 -2.39187 -0.33856

Cartesian forces (eV/Å) of the 2 atoms listed first:
C -0.035 -0.346 0.258
C -0.350 1.016 -1.184

Output
HOMO-LUMO gap, eV: 8.29
Total charge: -1
E_LUMO, eV: 3.392

These are the natural (NBO) partial charges, in e, on atoms 1 to 8: atom 1 (C): -0.3892, atom 2 (C): 0.0494, atom 3 (C): -1.0512, atom 4 (Al): 1.7058, atom 5 (O): -0.9609, atom 6 (C): -0.1230, atom 7 (C): 0.0846, atom 8 (C): -0.4194



One value per record, in order, for calculated total energy: -895.6089; -1184.6868; -460.9804; -536.3257; -1343.2795; -914.3010; -557.0076; -768.3023; -820.6711 hartree.